11 unconnected molecules or ions with the total composition C41H82O25S8 at a distorted geometry, computed with ωB97M-V/def2-TZVPD.

Values from the calculation:
- frontier orbital gap (eV) = 9.36
- structure (SMILES) = O=S1(=O)CCCC1.O=S1(=O)CCCC1.O=S1(=O)CCCC1.O=S1(=O)CCCC1.O=S1(=O)CCCC1.O=S1(=O)CCCC1.O=S1(=O)CCCC1.O=S1(=O)CCCC1.COC(=O)OC.COC(=O)OC.COC(=O)OC
- E (eV) = -181709.453
- relative energy (zero: lowest compared OMol25 entry of this formula, charge and spin) (kcal per mole) = 78.7
- E_LUMO (eV) = -0.06

Structure (XYZ):
```
156
Properties=species:S:1:pos:R:3:lowdin_charge:R:1
O -1.567 -5.893 -0.236 -0.36
S -1.665 -7.185 -0.912 0.69
O -2.285 -7.253 -2.193 -0.33
C 0.096 -7.843 -1.075 -0.18
C 0.009 -9.317 -0.494 -0.20
C -1.006 -9.392 0.694 -0.19
C -2.265 -8.593 0.217 -0.19
H 0.624 -7.177 -0.393 0.08
H 0.558 -7.676 -2.048 0.09
H -0.246 -9.991 -1.311 0.11
H 0.938 -9.690 -0.062 0.10
H -0.653 -8.775 1.521 0.11
H -1.195 -10.372 1.131 0.11
H -3.083 -8.214 0.829 0.10
H -2.831 -9.156 -0.524 0.08
O 0.948 7.543 -2.214 -0.34
S 2.178 7.161 -2.870 0.71
O 2.658 7.878 -4.071 -0.36
C 3.473 6.951 -1.600 -0.21
C 3.987 5.465 -1.606 -0.17
C 2.730 4.580 -1.989 -0.19
C 2.103 5.327 -3.204 -0.21
H 2.949 7.147 -0.664 0.09
H 4.299 7.645 -1.762 0.10
H 4.672 5.359 -2.447 0.11
H 4.426 5.188 -0.648 0.06
H 2.018 4.576 -1.163 0.07
H 3.002 3.552 -2.225 0.11
H 1.036 5.114 -3.261 0.06
H 2.508 5.113 -4.193 0.10
O -3.617 -2.874 4.844 -0.37
S -4.378 -1.775 4.193 0.73
O -5.556 -1.222 4.827 -0.33
C -3.215 -0.361 3.882 -0.23
C -3.712 0.301 2.590 -0.23
C -4.155 -0.756 1.627 -0.22
C -4.645 -2.048 2.379 -0.17
H -2.212 -0.776 3.783 0.07
H -3.035 0.299 4.731 0.10
H -4.527 0.978 2.848 0.11
H -2.896 0.967 2.312 0.10
H -3.347 -0.965 0.925 0.07
H -4.912 -0.331 0.968 0.10
H -4.058 -2.909 2.061 0.09
H -5.664 -2.347 2.132 0.10
O -4.677 -1.976 -1.203 -0.36
S -5.486 -2.533 -2.298 0.76
O -6.729 -3.342 -2.076 -0.36
C -5.774 -1.235 -3.522 -0.21
C -4.688 -1.341 -4.659 -0.20
C -3.607 -2.338 -4.270 -0.21
C -4.267 -3.469 -3.392 -0.17
H -5.851 -0.276 -3.009 0.09
H -6.754 -1.319 -3.992 0.10
H -5.142 -1.660 -5.598 0.12
H -4.224 -0.367 -4.810 0.10
H -2.789 -1.843 -3.746 0.09
H -3.155 -2.695 -5.195 0.11
H -3.686 -4.227 -2.866 0.09
H -4.935 -4.119 -3.958 0.09
O 0.062 4.726 0.342 -0.37
S -0.335 5.732 1.376 0.75
O -0.140 7.157 1.075 -0.33
C -2.063 5.464 1.964 -0.21
C -1.974 5.208 3.457 -0.23
C -0.659 4.501 3.716 -0.25
C 0.416 5.277 3.024 -0.19
H -2.406 4.520 1.540 0.09
H -2.728 6.181 1.482 0.11
H -1.960 6.086 4.104 0.12
H -2.891 4.719 3.785 0.12
H -0.713 3.555 3.178 0.10
H -0.518 4.336 4.784 0.13
H 1.400 4.835 2.868 0.09
H 0.419 6.201 3.601 0.11
O 3.154 -0.732 1.103 -0.32
S 3.250 -1.639 2.215 0.70
O 3.876 -1.295 3.501 -0.35
C 1.642 -2.482 2.406 -0.21
C 1.690 -3.535 1.266 -0.21
C 3.030 -4.303 1.546 -0.18
C 4.155 -3.176 1.620 -0.17
H 0.900 -1.684 2.421 0.08
H 1.609 -3.040 3.342 0.11
H 0.740 -4.052 1.398 0.10
H 1.707 -3.094 0.269 0.11
H 3.338 -4.983 0.751 0.10
H 2.926 -4.875 2.468 0.11
H 4.655 -2.992 0.669 0.10
H 4.829 -3.443 2.434 0.09
O -2.230 2.717 -5.838 -0.35
S -1.445 2.815 -4.610 0.73
O -0.081 3.346 -4.573 -0.35
C -2.455 3.680 -3.307 -0.18
C -3.396 2.519 -2.812 -0.19
C -2.594 1.160 -2.771 -0.20
C -1.505 1.126 -3.810 -0.20
H -2.944 4.586 -3.663 0.11
H -1.715 3.855 -2.525 0.09
H -3.834 2.792 -1.852 0.10
H -4.218 2.382 -3.514 0.10
H -3.259 0.302 -2.873 0.08
H -2.082 1.111 -1.810 0.10
H -1.571 0.381 -4.602 0.09
H -0.503 1.074 -3.385 0.09
O 5.776 5.270 1.451 -0.33
S 5.709 3.817 1.442 0.70
O 6.145 3.073 0.269 -0.34
C 6.413 3.123 3.047 -0.18
C 5.193 2.633 3.840 -0.21
C 3.944 3.443 3.290 -0.21
C 3.981 3.296 1.767 -0.20
H 6.796 3.937 3.663 0.10
H 7.202 2.410 2.808 0.10
H 5.052 1.557 3.736 0.10
H 5.313 2.758 4.917 0.10
H 4.173 4.451 3.635 0.11
H 3.058 3.100 3.826 0.10
H 3.263 3.880 1.192 0.09
H 3.930 2.246 1.479 0.10
C 0.165 0.668 4.422 -0.01
O 1.423 0.114 4.856 -0.01
C 2.060 0.776 5.811 -0.58
O 1.690 1.830 6.349 0.08
O 3.263 0.185 5.974 -0.04
C 4.258 0.655 6.956 0.00
H -0.584 0.626 5.213 0.10
H -0.336 0.172 3.591 0.07
H 0.440 1.678 4.118 0.08
H 5.213 0.133 6.910 0.09
H 3.881 0.348 7.931 0.10
H 4.437 1.714 6.769 0.08
C 1.315 -3.973 -4.214 -0.08
O 1.014 -3.803 -5.561 0.01
C 0.928 -2.500 -5.963 -0.54
O 1.086 -1.479 -5.255 0.08
O 0.696 -2.505 -7.256 0.01
C 0.756 -1.278 -7.951 -0.04
H 2.141 -3.403 -3.790 0.10
H 1.570 -5.008 -3.986 0.09
H 0.442 -3.765 -3.595 0.09
H 1.713 -0.758 -7.933 0.11
H -0.067 -0.651 -7.608 0.10
H 0.492 -1.529 -8.979 0.10
C 0.777 1.276 0.075 -0.06
O 0.448 0.137 -0.686 -0.04
C -0.445 -0.850 -0.214 -0.49
O -0.916 -0.894 0.915 0.09
O -0.607 -1.800 -1.157 0.00
C -1.398 -2.891 -0.862 -0.07
H 1.516 1.739 -0.578 0.09
H 1.320 1.095 1.003 0.08
H -0.045 1.989 0.140 0.08
H -0.963 -3.503 -0.072 0.07
H -1.567 -3.478 -1.764 0.09
H -2.371 -2.597 -0.469 0.08
```

5 unconnected molecules or ions with the total composition C41H83BN2O16 at a distorted geometry, computed with ωB97M-V/def2-TZVPD.

Values from the calculation:
- frontier orbital gap (eV) = 9.24
- structure (SMILES) = C#C[C@@H](N(CCN)B(C)O)[C@](C)(O[C@@H](O)CCCCCCCCCCOC)[C@H](C)CCC.CCOC(=O)OC.CCOC(=O)OC.CCOC(=O)OC.CCOC(=O)OC
- E (eV) = -80266.118
- relative energy (zero: lowest compared OMol25 entry of this formula, charge and spin) (kcal per mole) = 290.6
- E_LUMO (eV) = 0.27

Structure (XYZ):
```
143
Properties=species:S:1:pos:R:3:lowdin_charge:R:1
C -0.848 -1.532 -1.941 0.09
C 0.246 -1.016 -1.187 0.00
C 1.381 -0.519 -0.081 -0.18
N 2.709 -1.223 -0.201 -0.04
C 3.134 -1.924 1.069 -0.19
C 4.664 -2.566 0.857 -0.19
N 5.235 -2.660 2.288 -0.06
B 2.655 -2.274 -1.332 -0.50
C 2.155 -3.829 -1.153 -0.04
O 3.042 -1.864 -2.727 0.00
C 1.504 1.152 -0.071 -0.34
C 1.983 1.529 1.450 -0.04
O 0.172 1.619 -0.460 -0.10
C -0.211 2.904 0.121 -0.31
O -1.089 3.561 -0.906 -0.10
C -1.156 2.798 1.477 -0.13
C -2.718 3.230 1.256 -0.21
C -3.617 2.088 0.427 -0.19
C -5.249 2.311 0.706 -0.21
C -6.195 1.235 -0.105 -0.21
C -6.794 0.078 0.927 -0.21
C -6.985 -1.396 0.233 -0.21
C -5.639 -1.972 -0.517 -0.21
C -5.994 -2.650 -1.984 -0.18
C -6.069 -1.574 -3.219 -0.21
O -7.442 -1.523 -3.782 -0.25
C -8.180 -0.346 -3.297 -0.13
C 2.672 1.479 -1.221 -0.22
C 4.189 1.644 -0.536 -0.09
C 2.412 2.893 -2.028 -0.18
C 1.399 2.698 -3.341 -0.22
C 2.407 2.315 -4.620 -0.15
H -1.949 -1.815 -2.302 0.06
H 0.959 -0.782 1.005 0.16
H 2.428 -2.791 1.420 0.12
H 3.248 -1.200 2.007 0.11
H 4.648 -3.661 0.445 0.09
H 5.387 -1.836 0.286 0.14
H 5.655 -1.739 2.542 0.06
H 4.475 -2.866 2.975 0.05
H 3.065 -4.555 -1.379 0.08
H 1.365 -4.039 -2.018 0.09
H 1.607 -4.068 -0.147 0.08
H 2.264 -2.225 -3.282 0.12
H 1.080 1.225 2.169 0.10
H 2.160 2.677 1.643 0.09
H 2.917 0.947 1.843 0.08
H 0.673 3.673 0.276 0.15
H -0.681 4.478 -1.095 0.13
H -1.165 1.640 1.763 0.12
H -0.679 3.339 2.417 0.12
H -3.213 3.251 2.342 0.11
H -2.877 4.321 0.831 0.12
H -3.397 2.135 -0.724 0.11
H -3.363 1.009 0.817 0.11
H -5.494 2.151 1.861 0.11
H -5.608 3.395 0.425 0.11
H -5.707 0.788 -1.072 0.08
H -7.151 1.848 -0.466 0.11
H -7.812 0.439 1.380 0.11
H -6.016 -0.012 1.807 0.11
H -7.301 -2.145 1.098 0.11
H -7.875 -1.421 -0.554 0.10
H -5.194 -2.862 0.142 0.11
H -4.805 -1.154 -0.640 0.10
H -7.008 -3.235 -1.909 0.12
H -5.139 -3.449 -2.199 0.11
H -5.383 -2.010 -4.089 0.13
H -5.623 -0.519 -2.957 0.11
H -8.831 -0.550 -2.338 0.09
H -8.944 -0.049 -4.154 0.10
H -7.499 0.589 -3.114 0.08
H 2.707 0.639 -2.068 0.14
H 4.426 0.805 0.249 0.06
H 4.326 2.740 -0.103 0.08
H 4.959 1.514 -1.422 0.09
H 3.466 3.181 -2.510 0.11
H 2.118 3.798 -1.348 0.10
H 0.620 1.826 -3.166 0.11
H 0.912 3.725 -3.617 0.10
H 3.323 3.077 -4.689 0.08
H 1.865 2.362 -5.656 0.07
H 2.917 1.257 -4.412 0.08
C 8.211 7.432 1.033 -0.07
C 8.572 6.237 1.900 -0.22
O 7.513 5.922 2.814 0.02
C 6.436 5.303 2.274 -0.55
O 6.296 4.994 1.099 0.10
O 5.521 5.109 3.257 0.00
C 4.289 4.562 2.796 -0.06
H 7.931 8.288 1.654 0.08
H 9.054 7.715 0.396 0.08
H 7.355 7.214 0.389 0.07
H 9.450 6.486 2.507 0.12
H 8.835 5.362 1.297 0.12
H 4.449 3.634 2.237 0.07
H 3.763 5.298 2.179 0.10
H 3.669 4.336 3.668 0.10
C 0.541 -7.270 6.262 -0.07
C 1.933 -6.994 5.718 -0.22
O 1.901 -5.986 4.699 0.02
C 1.736 -4.714 5.135 -0.55
O 1.617 -4.362 6.300 0.11
O 1.694 -3.897 4.053 -0.02
C 1.411 -2.537 4.371 -0.05
H -0.146 -7.523 5.448 0.08
H 0.563 -8.095 6.979 0.08
H 0.127 -6.391 6.763 0.07
H 2.323 -7.905 5.250 0.12
H 2.633 -6.716 6.514 0.13
H 2.114 -2.147 5.115 0.10
H 0.381 -2.445 4.728 0.10
H 1.515 -1.945 3.458 0.06
C 7.557 -5.447 -0.762 -0.06
C 6.061 -5.672 -0.904 -0.23
O 5.783 -6.753 -1.803 0.03
C 6.001 -7.996 -1.312 -0.55
O 6.403 -8.268 -0.190 0.11
O 5.724 -8.894 -2.291 -0.01
C 6.021 -10.242 -1.936 -0.05
H 8.019 -5.300 -1.743 0.08
H 7.758 -4.571 -0.138 0.08
H 8.049 -6.310 -0.306 0.08
H 5.602 -4.775 -1.336 0.11
H 5.582 -5.843 0.066 0.12
H 5.520 -10.528 -1.006 0.10
H 7.104 -10.373 -1.848 0.10
H 5.658 -10.892 -2.737 0.09
C -9.941 7.145 -0.844 -0.07
C -10.715 6.032 -1.531 -0.22
O -10.195 5.771 -2.841 0.02
C -9.025 5.089 -2.884 -0.55
O -8.392 4.684 -1.920 0.10
O -8.658 4.958 -4.183 -0.01
C -7.380 4.351 -4.361 -0.05
H -9.922 8.043 -1.470 0.08
H -10.394 7.392 0.120 0.08
H -8.901 6.859 -0.669 0.07
H -11.757 6.346 -1.662 0.12
H -10.728 5.116 -0.931 0.12
H -7.324 3.385 -3.850 0.09
H -6.596 5.024 -4.001 0.10
H -7.229 4.184 -5.431 0.10
```

8 unconnected molecules or ions with the total composition C41H83N5O17S8 at a distorted geometry, computed with ωB97M-V/def2-TZVPD.

Values from the calculation:
- frontier orbital gap (eV) = 8.69
- structure (SMILES) = [H]/N=C(/N)NCCCCN(CSCC)C(=O)OCC(=O)N(C)C.O=S1(=O)CCCC1.O=S1(=O)CCCC1.O=S1(=O)CCCC1.O=S1(=O)CCCC1.O=S1(=O)CCCC1.O=S1(=O)CCCC1.O=S1(=O)CCCC1
- E (eV) = -172801.621
- E_LUMO (eV) = 0.29

Structure (XYZ):
```
154
Properties=species:S:1:pos:R:3:lowdin_charge:R:1
H 1.328 -3.718 -1.883 0.03
N 0.516 -4.203 -1.506 0.13
C 0.715 -4.509 -0.270 -0.55
N -0.323 -5.111 0.472 0.12
N 1.926 -4.322 0.432 0.01
C 1.910 -3.291 1.487 -0.20
C 2.123 -1.873 0.951 -0.19
C 1.731 -0.807 1.991 -0.19
C 1.733 0.577 1.343 -0.20
N 1.216 1.643 2.235 -0.07
C 2.265 2.491 2.866 -0.44
S 3.798 1.677 3.335 0.91
C 3.604 1.470 5.126 -0.54
C 3.019 0.116 5.548 -0.17
C 0.366 2.492 1.454 -0.49
O 0.624 2.937 0.352 0.12
O -0.830 2.690 2.076 0.01
C -1.979 2.568 1.243 -0.07
C -2.622 1.179 1.417 -0.41
O -3.331 0.730 0.519 0.08
N -2.320 0.515 2.610 -0.14
C -2.929 1.212 3.758 -0.04
C -2.644 -0.914 2.582 -0.06
H -1.093 -4.475 0.649 0.02
H 0.021 -5.510 1.335 0.08
H 2.647 -4.110 -0.249 0.11
H 0.947 -3.331 2.014 0.11
H 2.682 -3.553 2.225 0.12
H 1.544 -1.746 0.026 0.11
H 3.196 -1.721 0.747 0.12
H 2.464 -0.862 2.809 0.08
H 0.735 -0.998 2.417 0.11
H 2.711 0.838 0.913 0.12
H 1.039 0.497 0.492 0.12
H 2.563 3.308 2.196 0.05
H 1.848 2.935 3.781 0.09
H 4.589 1.650 5.578 0.07
H 2.944 2.275 5.480 0.07
H 2.896 0.066 6.638 0.07
H 3.665 -0.711 5.228 0.07
H 2.026 -0.012 5.094 0.06
H -1.729 2.702 0.186 0.12
H -2.706 3.351 1.505 0.14
H -4.008 1.364 3.617 0.10
H -2.447 2.187 3.906 0.08
H -2.759 0.611 4.657 0.09
H -2.365 -1.330 1.614 0.05
H -2.060 -1.404 3.374 0.10
H -3.703 -1.137 2.769 0.06
O 4.869 6.478 0.798 -0.32
S 4.391 5.288 0.135 0.68
O 4.243 4.069 0.887 -0.33
C 2.850 5.687 -0.688 -0.23
C 3.291 6.193 -2.057 -0.21
C 4.385 5.225 -2.533 -0.21
C 5.350 5.027 -1.360 -0.21
H 2.329 6.432 -0.091 0.08
H 2.261 4.769 -0.746 0.09
H 2.457 6.237 -2.760 0.10
H 3.694 7.204 -1.954 0.12
H 3.947 4.274 -2.832 0.08
H 4.914 5.619 -3.401 0.12
H 5.780 4.028 -1.329 0.09
H 6.136 5.780 -1.351 0.10
O 5.101 -0.084 -1.655 -0.32
S 4.501 0.735 -2.678 0.68
O 4.550 2.178 -2.580 -0.33
C 5.137 0.236 -4.275 -0.22
C 4.163 -0.838 -4.751 -0.21
C 2.765 -0.307 -4.400 -0.21
C 2.812 0.204 -2.958 -0.21
H 6.163 -0.102 -4.154 0.11
H 5.101 1.114 -4.920 0.11
H 4.272 -1.020 -5.819 0.12
H 4.358 -1.778 -4.229 0.12
H 2.505 0.515 -5.062 0.09
H 2.001 -1.073 -4.517 0.12
H 2.152 1.053 -2.797 0.09
H 2.594 -0.576 -2.229 0.09
O -4.033 -4.799 0.929 -0.32
S -3.437 -3.876 -0.012 0.68
O -2.283 -3.101 0.366 -0.34
C -3.147 -4.719 -1.561 -0.23
C -4.442 -4.514 -2.340 -0.21
C -4.841 -3.047 -2.118 -0.20
C -4.712 -2.759 -0.618 -0.20
H -2.899 -5.756 -1.352 0.11
H -2.301 -4.227 -2.039 0.10
H -4.306 -4.741 -3.396 0.12
H -5.220 -5.175 -1.952 0.12
H -4.164 -2.397 -2.676 0.12
H -5.852 -2.844 -2.467 0.11
H -4.399 -1.738 -0.398 0.10
H -5.628 -2.991 -0.077 0.09
O -7.499 -2.387 5.336 -0.32
S -6.551 -2.677 4.291 0.67
O -5.443 -1.787 4.041 -0.34
C -5.942 -4.348 4.497 -0.22
C -6.925 -5.205 3.708 -0.21
C -7.175 -4.449 2.397 -0.21
C -7.442 -2.981 2.757 -0.21
H -5.904 -4.573 5.561 0.11
H -4.942 -4.385 4.065 0.11
H -6.523 -6.201 3.528 0.12
H -7.858 -5.312 4.265 0.12
H -6.285 -4.525 1.769 0.08
H -8.012 -4.870 1.840 0.12
H -7.074 -2.282 2.008 0.09
H -8.495 -2.789 2.956 0.10
O 1.928 3.581 -5.388 -0.32
S 0.677 3.135 -4.821 0.67
O 0.426 1.719 -4.682 -0.33
C 0.428 3.933 -3.246 -0.22
C -0.322 5.215 -3.584 -0.21
C -1.377 4.818 -4.625 -0.20
C -0.683 3.941 -5.679 -0.21
H 1.398 4.085 -2.776 0.08
H -0.178 3.263 -2.636 0.11
H -0.781 5.640 -2.696 0.07
H 0.366 5.951 -4.008 0.12
H -2.168 4.246 -4.137 0.12
H -1.838 5.691 -5.084 0.12
H -1.331 3.170 -6.088 0.10
H -0.249 4.527 -6.486 0.10
O -2.038 5.602 -0.479 -0.32
S -1.841 7.031 -0.475 0.66
O -1.816 7.762 -1.718 -0.32
C -3.021 7.774 0.646 -0.23
C -2.307 7.769 1.994 -0.22
C -0.864 8.207 1.710 -0.20
C -0.375 7.407 0.496 -0.22
H -3.938 7.190 0.623 0.11
H -3.210 8.787 0.291 0.11
H -2.799 8.430 2.705 0.12
H -2.314 6.760 2.412 0.12
H -0.843 9.274 1.480 0.12
H -0.215 8.043 2.568 0.12
H 0.316 7.964 -0.132 0.10
H 0.066 6.454 0.783 0.10
O 5.116 -7.854 -2.092 -0.32
S 3.794 -8.429 -2.083 0.66
O 3.152 -8.803 -3.318 -0.33
C 3.781 -9.813 -0.946 -0.23
C 3.418 -9.190 0.398 -0.22
C 2.287 -8.194 0.105 -0.22
C 2.709 -7.370 -1.116 -0.23
H 4.758 -10.291 -0.970 0.11
H 3.015 -10.507 -1.289 0.11
H 3.115 -9.948 1.118 0.11
H 4.282 -8.663 0.807 0.12
H 1.368 -8.739 -0.117 0.12
H 2.088 -7.542 0.955 0.10
H 1.864 -7.079 -1.736 0.10
H 3.278 -6.490 -0.826 0.09
```